Record 1
# C44H116N6O21

A 11-piece molecular cluster, C44H116N6O21 overall (the ωB97M-V functional and the def2-TZVPD basis, the Open Molecules 2025 dataset).

Computed properties:
SMILES string: COCCNCCOC.COCCNCCOC.COCCNCCOC.COCCNCCOC.COCCNCCOC.COCCNCCOC.OCCO.OCCO.OCCO.OCCO.O
Charge: 0
Frontier orbital gap (eV): 8.28

CARTESIAN COORDINATES (ANGSTROEM)
O (-5.999, 11.437, -25.496)
O (-8.602, -0.810, -23.606)
O (-10.901, -2.275, -20.648)
O (-14.480, -2.686, -32.134)
O (-15.083, -8.073, -16.926)
O (-16.180, -3.478, -26.677)
O (-17.145, 4.703, -34.282)
O (-18.253, 3.256, -29.674)
O (-21.675, -2.760, -32.639)
O (-11.482, -2.084, -34.103)
O (-13.440, -2.030, -26.631)
O (-9.173, 6.678, -27.361)
O (-13.174, 2.136, -19.897)
O (-15.864, -10.742, -27.817)
O (-13.763, -10.099, -29.914)
O (-24.973, 2.502, -34.226)
O (-4.695, -0.128, -29.394)
O (-10.656, -7.475, -16.444)
O (-6.673, -5.746, -29.515)
O (-6.472, -2.461, -22.113)
O (-18.205, 1.052, -18.010)
N (-22.506, 0.081, -32.709)
N (-6.549, -2.372, -29.100)
N (-13.035, -6.600, -18.076)
N (-15.535, 1.066, -18.431)
N (-7.689, 9.348, -25.303)
N (-17.399, 2.179, -32.547)
C (-16.497, 2.633, -31.546)
C (-17.587, 5.605, -33.255)
C (-7.307, -4.663, -28.756)
C (-6.443, 9.399, -24.542)
C (-7.777, 7.996, -25.924)
C (-23.743, 0.805, -32.787)
C (-22.516, -0.737, -31.497)
C (-15.248, -7.242, -15.796)
C (-18.541, 3.133, -28.295)
C (-15.438, -7.362, -18.067)
C (-12.397, 3.282, -19.759)
C (-6.249, 10.895, -24.191)
C (-19.424, 1.913, -18.058)
C (-17.690, 0.700, -19.325)
C (-15.582, -9.358, -28.179)
C (-23.697, 1.816, -34.045)
C (-14.101, -2.719, -25.589)
C (-6.072, 0.140, -29.202)
C (-16.260, 0.190, -19.269)
C (-7.515, -3.376, -29.561)
C (-15.346, 2.406, -18.891)
C (-9.079, 7.912, -26.637)
C (-7.570, -6.486, -30.311)
C (-10.528, -6.718, -17.722)
C (-25.990, 1.749, -34.881)
C (-14.879, -9.282, -29.623)
C (-21.446, -1.765, -31.536)
C (-4.270, 0.169, -30.705)
C (-15.636, -2.852, -25.514)
C (-14.201, -7.288, -18.856)
C (-4.652, 11.863, -25.723)
C (-6.901, -1.064, -29.795)
C (-17.134, 2.320, -33.975)
C (-13.069, -2.320, -32.402)
C (-21.219, -4.140, -32.302)
C (-17.946, 3.537, -34.514)
C (-17.134, 2.428, -30.087)
C (-14.539, 2.395, -20.223)
C (-12.856, -2.339, -33.863)
C (-9.924, 5.618, -26.741)
C (-11.792, -7.188, -18.515)
C (-7.495, -0.211, -22.887)
C (-9.558, -7.448, -15.626)
C (-6.347, -1.198, -22.788)
H (-6.556, 8.775, -23.656)
H (-11.624, -7.063, -19.585)
H (-11.753, -8.263, -18.337)
H (-15.762, -3.328, -27.528)
H (-16.300, 2.930, -18.944)
H (-21.523, -2.135, -30.514)
H (-15.804, -7.616, -14.937)
H (-20.249, 1.437, -18.589)
H (-18.347, 2.494, -32.393)
H (-19.940, 2.155, -17.129)
H (-8.659, -7.776, -16.148)
H (-14.260, -7.009, -15.398)
H (-8.196, -5.131, -28.332)
H (-14.086, -8.344, -19.101)
H (-13.554, -3.656, -25.482)
H (-7.090, -7.442, -30.518)
H (-12.963, 4.109, -19.332)
H (-17.784, 1.621, -19.901)
H (-14.988, 1.691, -20.924)
H (-26.535, 0.986, -34.325)
H (-10.971, -1.460, -20.151)
H (-15.706, -6.276, -16.009)
H (-9.441, -6.476, -15.146)
H (-16.272, 3.699, -31.577)
H (-11.278, -1.159, -33.946)
H (-21.521, -4.313, -31.269)
H (-16.116, -7.941, -18.694)
H (-9.574, -6.782, -18.245)
H (-16.283, -0.751, -18.720)
H (-12.076, 3.770, -20.679)
H (-13.752, -10.407, -30.823)
H (-13.840, -2.167, -24.686)
H (-11.604, 3.080, -19.038)
H (-17.960, 5.190, -32.319)
H (-25.499, 1.372, -35.778)
H (-3.919, 1.186, -30.879)
H (-15.757, -6.327, -17.950)
H (-7.785, 7.211, -25.168)
H (-18.404, 6.157, -33.720)
H (-7.027, 7.864, -26.704)
H (-3.331, -0.384, -30.713)
H (-5.302, 10.983, -23.658)
H (-21.659, -4.866, -32.985)
H (-9.145, -1.164, -22.898)
H (-12.775, -1.328, -32.058)
H (-22.411, 0.008, -30.708)
H (-14.778, 3.149, -18.332)
H (-9.591, -8.126, -14.773)
H (-7.075, 11.325, -23.625)
H (-23.024, 2.606, -33.712)
H (-23.517, -1.168, -31.465)
H (-9.995, 4.765, -27.416)
H (-12.401, -3.011, -31.889)
H (-18.942, 3.686, -34.097)
H (-14.888, -8.963, -27.437)
H (-15.522, 2.150, -31.607)
H (-10.921, 6.009, -26.537)
H (-15.651, -9.492, -30.363)
H (-6.677, -4.391, -27.910)
H (-7.962, -0.816, -29.798)
H (-10.817, -5.686, -17.522)
H (-5.881, -1.314, -23.766)
H (-19.117, 2.839, -18.545)
H (-4.021, 12.224, -24.911)
H (-7.210, -2.467, -21.499)
H (-13.100, -3.329, -34.247)
H (-17.755, 3.759, -27.873)
H (-4.037, 11.004, -25.991)
H (-8.543, -6.502, -29.820)
H (-16.356, -8.603, -28.049)
H (-7.533, 9.974, -26.080)
H (-6.319, 1.089, -29.678)
H (-7.804, 0.089, -21.886)
H (-22.525, -0.632, -33.424)
H (-26.791, 2.390, -35.248)
H (-14.761, 3.349, -20.702)
H (-5.611, 9.027, -25.140)
H (-17.457, 1.413, -34.487)
H (-6.759, -1.208, -30.867)
H (-17.775, 3.459, -35.588)
H (-15.945, 1.044, -17.508)
H (-16.078, 2.416, -34.228)
H (-18.239, 2.169, -27.887)
H (-17.657, 1.472, -30.069)
H (-16.313, 2.204, -29.406)
H (-18.332, -0.042, -19.799)
H (-24.681, 0.269, -32.932)
H (-20.129, -4.162, -32.274)
H (-7.398, -3.470, -30.641)
H (-23.383, 1.434, -35.016)
H (-7.190, 0.687, -23.424)
H (-14.593, -8.233, -29.694)
H (-9.457, 5.303, -25.808)
H (-20.408, -1.454, -31.655)
H (-12.507, -1.982, -26.410)
H (-19.565, 3.296, -27.960)
H (-15.719, -0.004, -20.196)
H (-5.624, -2.677, -29.366)
H (-13.578, -1.697, -34.368)
H (-4.943, -0.021, -31.541)
H (-16.082, -3.446, -24.716)
H (-14.453, -6.840, -19.817)
H (-13.086, -6.890, -17.110)
H (-9.203, 8.770, -27.298)
H (-23.870, 1.265, -31.807)
H (-6.187, 0.234, -28.122)
H (-11.528, -2.866, -20.232)
H (-9.904, 8.002, -25.930)
H (-4.497, 12.419, -26.648)
H (-16.843, 6.320, -32.904)
H (-8.462, -2.910, -29.289)
H (-15.069, -11.276, -27.877)
H (-5.574, -0.580, -22.330)
H (-15.981, -1.826, -25.385)
H (-14.968, -1.896, -32.379)
H (-7.641, -5.931, -31.246)

These are the Mulliken partial charges, in e, on atoms 1 to 5:
1. O -0.358
2. O -0.477
3. O -0.611
4. O -0.474
5. O -0.354

***

Record 2
# C14H15BrClNO5

One molecule with the formula C14H15BrClNO5 (the ωB97M-V functional and the def2-TZVPD basis, the Open Molecules 2025 dataset).

Computed properties:
SMILES string: C[C@@H]1O[C@H](Oc2c[nH]c3ccc(Br)c(Cl)c23)[C@@H](O)[C@H](O)[C@@H]1O
Charge: 0
Frontier orbital gap (eV): 9.04

CARTESIAN COORDINATES (ANGSTROEM)
Br (0.793, -5.860, 0.757)
Cl (0.030, -2.645, 1.720)
O (-1.416, -0.142, 0.630)
O (3.120, 1.250, 0.239)
O (-0.704, 2.029, 1.449)
O (1.247, -0.739, -0.065)
O (2.269, 3.075, 1.894)
N (-2.178, -1.765, -2.443)
C (-0.661, -4.955, -1.442)
C (-0.598, 0.920, 0.500)
C (1.739, 1.678, -0.015)
C (-1.345, -4.139, -2.339)
C (-1.680, -2.859, -1.814)
C (-0.605, -3.286, 0.263)
C (-1.593, -1.006, -0.405)
C (1.520, 3.059, 0.733)
C (-0.058, 3.235, 1.021)
C (0.929, 0.472, 0.563)
C (-0.210, 4.441, 2.136)
C (-2.090, -0.663, -1.559)
C (-0.237, -4.519, -0.179)
C (-1.240, -2.402, -0.586)
H (-0.445, 3.705, 0.039)
H (3.024, 2.493, 1.685)
H (-1.340, 4.594, 2.269)
H (0.295, 5.360, 1.755)
H (-0.695, 1.406, -0.491)
H (2.008, 3.853, 0.147)
H (3.138, 0.381, -0.160)
H (1.609, 1.709, -1.061)
H (-2.552, -1.700, -3.398)
H (-2.407, 0.320, -1.836)
H (0.741, -1.472, 0.362)
H (-0.085, -5.837, -1.815)
H (0.300, 4.187, 3.156)
H (1.060, 0.309, 1.680)
H (-1.681, -4.486, -3.392)

These are the Mulliken partial charges, in e, on atoms 1 to 5:
1. Br -0.163
2. Cl -0.140
3. O -0.411
4. O -0.656
5. O -0.409

***

Record 3
# C2H7N4S

An isolated ion of composition C2H7N4S and charge +1 (the ωB97M-V functional and the def2-TZVPD basis, the Open Molecules 2025 dataset).

Computed properties:
Charge: +1
Frontier orbital gap (spin up / spin down) (eV): 5.99 / 6.60

CARTESIAN COORDINATES (ANGSTROEM)
S (2.980, -0.575, -0.136)
N (-1.336, 1.109, -0.192)
N (-1.399, -1.397, 0.000)
N (2.887, 1.030, 0.236)
N (-0.113, 0.616, -0.225)
C (-0.140, -0.761, -0.178)
C (0.968, -1.492, 0.113)
H (2.147, 1.529, -0.218)
H (-2.252, 0.652, -0.270)
H (-2.006, -0.981, 0.691)
H (1.193, -2.563, 0.297)
H (-1.388, -2.386, 0.123)
H (3.375, 1.365, 1.038)
H (-1.321, 2.077, 0.062)

These are the Mulliken partial charges, in e, on atoms 1 to 5:
1. S 0.089
2. N -0.358
3. N -0.597
4. N -0.348
5. N -0.003

***

Record 4
# C15H19N5O4

One molecule with the formula C15H19N5O4 (the ωB97M-V functional and the def2-TZVPD basis, the Open Molecules 2025 dataset).

Computed properties:
Charge: 0
Frontier orbital gap (eV): 6.43

CARTESIAN COORDINATES (ANGSTROEM)
O (4.523, 1.503, -2.824)
O (-0.416, -1.222, 0.592)
O (4.519, 1.045, -0.681)
O (-1.505, -0.883, -1.402)
N (-0.327, 1.296, 2.308)
N (3.907, 1.295, -1.746)
N (-0.456, -0.589, -0.454)
N (-1.265, -0.257, -2.615)
N (0.652, 1.002, -3.361)
C (-0.064, 0.413, -2.416)
C (2.464, 2.809, 0.735)
C (2.451, 1.357, -1.780)
C (1.758, 4.025, 0.132)
C (0.353, 3.741, -0.380)
C (0.360, 0.331, -1.064)
C (1.880, 1.417, -3.060)
C (-0.465, 3.040, 0.706)
C (-1.650, 1.731, 2.800)
C (1.657, 1.485, 0.750)
C (-1.950, 0.865, 4.030)
C (1.703, 0.749, -0.563)
C (0.308, 0.303, 3.187)
C (-0.686, 0.044, 4.323)
C (0.243, 1.852, 1.263)
H (-2.810, 0.213, 3.829)
H (-0.124, 4.678, -0.689)
H (-0.636, 3.759, 1.525)
H (3.445, 2.691, 0.254)
H (1.263, 0.695, 3.569)
H (2.500, 1.778, -3.900)
H (-1.475, 2.790, 0.327)
H (2.384, 4.442, -0.666)
H (2.135, 0.791, 1.466)
H (-1.642, 2.794, 3.099)
H (-0.237, 0.353, 5.269)
H (-2.425, 1.612, 2.026)
H (2.671, 3.007, 1.797)
H (-2.209, 1.499, 4.885)
H (0.396, 3.080, -1.244)
H (1.709, 4.806, 0.906)
H (-0.909, -1.021, 4.388)
H (2.249, -0.231, -0.429)
H (0.515, -0.602, 2.605)

These are the Mulliken partial charges, in e, on atoms 1 to 5:
1. O -0.710
2. O -0.790
3. O -0.639
4. O -0.235
5. N 0.489

***

Record 5
# C5H4NS2

An isolated ion of composition C5H4NS2 and charge -1 (the ωB97M-V functional and the def2-TZVPD basis, the Open Molecules 2025 dataset).

Computed properties:
Charge: -1
Frontier orbital gap (spin up / spin down) (eV): 5.96 / 4.54

CARTESIAN COORDINATES (ANGSTROEM)
S (1.421, 3.565, -1.339)
S (-0.392, 1.247, -1.192)
N (0.782, -2.780, -0.621)
C (-1.257, -0.302, 1.057)
C (0.622, 2.434, -0.477)
C (-0.257, -1.184, 0.836)
C (-1.289, 0.862, 0.261)
C (0.772, -1.632, 0.037)
H (-1.520, 1.693, 0.820)
H (-1.872, -0.367, 1.941)
H (1.517, -0.765, -0.054)
H (1.475, -2.771, -1.270)

These are the Mulliken partial charges, in e, on atoms 1 to 5:
1. S -0.376
2. S -0.051
3. N -0.794
4. C -0.172
5. C -0.317

***

Record 6
# C5H13NO2

A 2-piece molecular cluster, C5H13NO2 overall (the ωB97M-V functional and the def2-TZVPD basis, the Open Molecules 2025 dataset).

Computed properties:
SMILES string: CCC[C@H](N)C=O.O
Charge: 0
Frontier orbital gap (eV): 9.71

CARTESIAN COORDINATES (ANGSTROEM)
O (0.579, -0.894, -2.069)
O (4.496, 0.243, -1.162)
N (0.267, 1.418, -0.239)
C (-0.382, -0.337, -1.599)
C (-1.558, 0.230, 1.964)
C (-0.231, 0.057, -0.150)
C (-2.371, -0.888, 2.662)
C (-1.688, 0.117, 0.399)
H (-3.385, -0.578, 2.881)
H (-0.392, 2.018, -0.721)
H (-1.201, -0.086, -2.281)
H (-2.520, -1.695, 1.906)
H (-2.229, 0.954, -0.153)
H (4.667, 0.028, -0.233)
H (-2.294, -0.795, 0.128)
H (0.429, -0.564, 0.427)
H (1.138, 1.434, -0.652)
H (-1.957, -1.441, 3.507)
H (-1.884, 1.217, 2.298)
H (-0.576, 0.065, 2.253)
H (5.117, -0.346, -1.498)

These are the Mulliken partial charges, in e, on atoms 1 to 5:
1. O -0.485
2. O -0.594
3. N -0.649
4. C -0.330
5. C -0.428

***

Record 7
# C2H2N2O2S

One molecule with the formula C2H2N2O2S (the ωB97M-V functional and the def2-TZVPD basis, the Open Molecules 2025 dataset).

Computed properties:
SMILES string: N#CCN=S(=O)=O
Charge: 0
Frontier orbital gap (eV): 11.19

CARTESIAN COORDINATES (ANGSTROEM)
S (1.508, 0.428, 0.064)
O (1.304, 0.290, 1.470)
O (2.732, 0.485, -0.665)
N (0.362, 0.636, -0.852)
N (-1.151, -2.295, -0.295)
C (-1.058, 0.271, -0.049)
C (-1.097, -1.179, -0.161)
H (-1.757, 0.951, -0.618)
H (-0.843, 0.412, 1.106)

These are the Mulliken partial charges, in e, on atoms 1 to 5:
1. S 0.977
2. O -0.446
3. O -0.456
4. N -0.313
5. N -0.336

***

Record 8
# C7H14ClNSi

One molecule with the formula C7H14ClNSi (the ωB97M-V functional and the def2-TZVPD basis, the Open Molecules 2025 dataset).

Computed properties:
SMILES string: C=C/[Si](=C/CCCl)N(C)C
Charge: 0
Frontier orbital gap (eV): 8.13

CARTESIAN COORDINATES (ANGSTROEM)
Cl (0.253, -4.265, 3.097)
Si (0.010, -0.036, -0.828)
N (-0.785, 1.331, -0.146)
C (0.333, -1.627, -0.101)
C (1.735, 1.245, -2.598)
C (-0.296, -2.318, 1.217)
C (-1.311, 1.352, 1.184)
C (-0.733, 2.664, -0.762)
C (0.598, 0.576, -2.540)
C (0.848, -2.940, 2.120)
H (1.110, -2.124, 2.911)
H (-1.598, 2.809, -1.307)
H (-2.420, 1.113, 1.121)
H (-1.130, 2.371, 1.490)
H (-0.933, -3.205, 0.933)
H (-0.065, 0.169, -3.336)
H (2.172, 1.580, -3.532)
H (0.695, -2.396, -0.859)
H (0.100, 2.667, -1.385)
H (1.683, -3.041, 1.397)
H (2.220, 1.490, -1.729)
H (-0.890, 0.730, 1.864)
H (-0.838, -1.520, 1.714)
H (-0.758, 3.376, 0.072)

These are the Mulliken partial charges, in e, on atoms 1 to 5:
1. Cl -0.201
2. Si 0.127
3. N 0.248
4. C -0.631
5. C -0.613

***

| no. | F_max (eV/Å) |
| --- | --- |
| 1 | 3.6 |
| 2 | 5.2 |
| 3 | 5.5 |
| 4 | 3.5 |
| 5 | 3.9 |
| 6 | 4.3 |
| 7 | 4.0 |
| 8 | 4.1 |